Molecular formula: C32H38Cl48N3O
Method: DFT, ωB97M-V/def2-TZVPD

Geometry as XYZ:
```
122
C32H38Cl48N3O, DFT ωB97M-V/def2-TZVPD
Cl 9.3983 1.6381 -3.0575
Cl -4.2274 -7.0467 -10.2532
Cl -2.5829 -0.4935 5.4400
Cl -5.9461 -8.7705 -8.6907
Cl -2.7102 -5.3888 -0.7488
Cl -9.0278 2.6477 6.1907
Cl -4.5073 0.8989 -3.0389
Cl -6.7495 -0.8298 -3.6593
Cl -4.4502 -6.8494 -2.2851
Cl -7.0082 -8.1897 -2.0677
Cl -2.1803 -2.8262 -1.9767
Cl 1.6369 3.5612 -7.1513
Cl -3.6428 -7.5277 -7.4609
Cl -6.9446 7.4531 1.5963
Cl -4.0878 7.7085 1.9758
Cl -0.7146 -5.0423 6.8835
Cl 8.6282 3.3174 -5.2832
Cl -7.6386 -9.1894 1.3733
Cl 8.7486 3.3270 3.8506
Cl -2.9327 -4.7195 5.0631
Cl 6.6609 1.6351 -3.9924
Cl 8.6612 0.4647 3.4368
Cl -6.5399 3.1192 4.7914
Cl -2.3947 2.2296 6.4238
Cl -7.0475 4.4294 7.3197
Cl -6.7317 0.6831 -1.1906
Cl -6.0100 -7.3894 -4.6626
Cl -0.2367 1.9761 -8.6877
Cl -8.5272 5.2169 4.9620
Cl 11.0137 1.6892 4.5945
Cl -5.8637 7.7801 4.2584
Cl -0.3387 -5.4850 4.0521
Cl -3.8983 1.6580 4.0083
Cl -4.7500 -9.5679 -3.2379
Cl -0.7776 -2.7923 5.0626
Cl -10.0164 -7.8804 0.3738
Cl -0.3714 1.9647 -5.7840
Cl -7.0764 2.0443 -3.7218
Cl 7.7160 3.9499 -2.6125
Cl -5.9294 -5.9189 -8.2026
Cl -0.2598 -4.9751 -2.2249
Cl -0.6451 -3.6719 0.3333
Cl -10.1359 -9.4296 2.8151
Cl 10.3899 2.1121 1.8021
Cl 1.8432 0.6720 -7.1512
Cl -9.7997 -10.7631 0.2704
Cl -4.8939 0.7972 6.5985
Cl -5.4543 5.3002 2.8252
O 0.3218 3.3688 2.5364
N -0.6739 1.9827 -2.4245
N 0.1899 0.9443 2.5154
N 3.0416 0.9691 3.3607
C 0.7180 2.0445 -7.1954
C -1.2946 3.2150 -2.4679
C 0.8818 -0.7696 -1.3648
C -5.5563 -8.0002 -3.0642
C 4.3576 -0.7711 -1.2064
C 3.2270 -1.6880 -0.5606
C 5.5535 1.4926 -0.5843
C 3.2636 3.4189 2.8589
C 1.3921 0.6826 -1.6779
C 5.5170 2.5351 1.8353
C 9.7054 1.8982 3.4216
C -1.1545 1.1392 -3.3904
C 1.9698 -1.8932 -1.4745
C -6.2664 0.6987 -2.9032
C 0.9474 2.1763 2.9602
C -2.2835 3.1876 -3.5084
C 4.9057 0.1711 -0.0467
C 6.3226 2.3256 0.5072
C 2.4721 2.0747 2.5644
C -5.5883 7.0622 2.6636
C -2.2076 1.8430 -4.1179
C 8.1018 2.6357 -3.7375
C -1.4489 -4.2163 -1.1567
C 4.3561 3.5843 1.7252
C 0.3432 1.8063 -1.3902
C -4.9360 -7.3165 -8.6529
C 2.3566 -0.3200 3.1184
C -7.7880 3.8549 5.8166
C -1.1881 -4.5147 5.2651
C -9.3984 -9.3164 1.2088
C 1.0793 -0.2129 2.1855
C -3.4478 1.0509 5.6247
H -0.8024 0.1142 -3.5794
H 5.1962 1.5402 2.2223
H 0.9188 2.1464 4.0863
H 0.1022 -1.0134 -2.1356
H 6.5351 3.3320 0.0729
H 5.6750 -0.4272 0.4997
H 2.1026 -0.8846 4.0445
H 2.2539 0.8715 -0.9726
H -0.5211 0.6391 3.1990
H 3.9552 -0.1587 -2.0551
H 3.0745 -0.9648 2.5402
H 1.8512 0.7442 -2.7010
H -0.1443 1.5754 -0.3998
H 6.3265 1.1866 -1.3409
H 4.1115 0.4327 0.6998
H 3.7043 -2.7009 -0.4418
H 7.3070 1.8699 0.7988
H 2.2306 -2.0710 -2.5465
H 3.9001 3.6158 0.7024
H 0.3357 -0.8089 -0.3837
H 1.4725 -2.8436 -1.1275
H 0.5208 -1.1827 2.1584
H 6.2390 2.9386 2.5959
H -1.1321 4.1166 -1.8552
H 5.2163 -1.3576 -1.6032
H 2.9148 1.2603 4.3324
H 1.4773 -0.0252 1.1551
H 4.8103 2.1536 -1.0916
H -0.3232 1.2008 1.6609
H 2.9647 -1.3749 0.4856
H -2.9883 3.9761 -3.8333
H -0.6377 3.1948 2.5867
H -2.7752 1.3629 -4.9274
H 2.5944 1.9027 1.4600
H 3.7770 3.2976 3.8405
H 4.8076 4.6031 1.8779
H 2.5967 4.3075 2.8135
H 0.9128 2.7610 -1.2419
```

Summary:
- Net charge: +1
- Relative energy (zero: lowest compared OMol25 entry of this formula, charge and spin): 53.55 kcal per mole
- HOMO energy: -10.2 eV
- E_tot: -641381.869 eV

---

Molecular formula: C40H36ClN3PbSi2
Method: DFT, ωB97M-V/def2-TZVPD

Geometry as XYZ:
```
83
C40H36ClN3PbSi2, DFT ωB97M-V/def2-TZVPD
Pb 3.3908 1.2570 0.8334
Cl 1.9944 1.3768 2.9366
Si 3.2703 5.3801 -2.4380
Si 4.6837 3.3716 0.3786
N -1.4187 -0.4944 -0.3712
N -0.1734 1.3959 -1.0862
N -1.4072 0.0669 0.7859
C 6.9444 4.9934 1.0283
C 0.5202 -2.4507 0.3223
C 0.5553 -2.1153 1.7114
C 5.3649 3.9846 -1.2703
C 3.5052 4.2369 -4.9668
C 1.3902 6.0325 -0.4500
C 1.8998 -1.8184 2.0544
C 3.5785 1.5694 -4.1466
C 0.7399 5.9990 0.8150
C 2.7307 4.0346 0.2015
C 0.1602 1.6838 -3.4623
C 3.2771 3.9126 -3.6224
C 7.0264 3.7631 -3.0369
C 5.2352 4.9982 2.7118
C 2.4250 5.1669 -0.7713
C 5.1127 5.3802 -1.7190
C 2.7002 -1.9519 0.8791
C -3.4872 -0.2777 3.7875
C 5.7949 5.8294 -2.9287
C -0.8015 0.2435 -1.3815
C 3.8165 3.2320 -5.8814
C -0.4092 0.4347 -3.7411
C 6.9270 6.7388 2.6986
C 5.8210 6.1274 3.2982
C -3.6362 -0.9565 1.0616
C 3.8335 1.8934 -5.4787
C 2.3052 4.3415 1.5799
C 6.3364 3.2521 -1.9262
C 3.3289 2.5779 -3.2179
C 1.8425 -2.3477 -0.1914
C 7.5160 6.1448 1.5770
C 6.7662 5.0483 -3.5160
C 1.2331 5.1657 1.8344
C -0.9031 -0.3076 -2.6800
C -2.4496 0.0851 2.9355
C -4.5890 -0.9917 3.2846
C -2.5146 -0.2734 1.5726
C 0.2595 2.1117 -2.1324
C -4.6648 -1.3292 1.9246
C 5.7092 4.5028 1.4959
H -0.0772 6.6870 1.0390
H 1.0794 6.7915 -1.1785
H -5.5186 -1.8768 1.5228
H 0.5620 2.3129 -4.2552
H 4.0769 3.5065 -6.9009
H 2.1089 3.1722 -0.1812
H -3.4435 -0.0062 4.8419
H 0.7708 5.1636 2.8324
H -0.2870 -2.1321 2.3989
H -5.4027 -1.2804 3.9538
H 2.2543 -1.5280 3.0434
H 5.5315 6.8095 -3.3142
H -1.3902 -1.2783 -2.7403
H 5.0312 6.1286 -0.9141
H -0.3467 -2.8076 -0.2265
H 5.3877 6.5432 4.2060
H 3.2485 2.3337 -2.1498
H 3.5925 0.5326 -3.8085
H 2.1460 -2.5492 -1.2186
H 7.7839 3.1614 -3.5410
H 2.8445 6.4532 -3.2171
H 6.6221 2.2547 -1.5708
H -1.5617 0.6296 3.2607
H -3.6503 -1.1813 -0.0046
H 4.0740 1.1070 -6.1963
H 4.3809 4.5223 3.1898
H 2.7280 3.7468 2.3966
H 7.3421 7.6601 3.1101
H -0.4704 0.0565 -4.7609
H 3.7875 -1.8315 0.8247
H 7.4313 4.5088 0.1788
H 7.3364 5.4388 -4.3608
H 3.5043 5.2897 -5.2690
H 0.6957 3.0892 -1.8922
H 8.3911 6.5928 1.1064
H 5.4598 2.0772 0.6599
```

Summary:
- Relative energy (zero: lowest compared OMol25 entry of this formula, charge and spin): 194.91 kcal per mole
- HOMO energy (spin up / spin down): -5.8 / -5.8 eV
- E_tot: -80050.274 eV

---

Molecular formula: C3H3LiLuO
Method: DFT, ωB97M-V/def2-TZVPD

Geometry as XYZ:
```
9
C3H3LiLuO, DFT ωB97M-V/def2-TZVPD
Lu 3.0719 0.4919 -1.7683
O -2.2138 0.1171 0.7447
C -2.0523 1.1414 0.1719
C 1.1292 -0.2185 -0.5287
C 1.2373 -1.0481 0.5476
Li -0.7363 -1.2590 0.7827
H -2.8109 1.9540 0.0530
H 2.2491 -1.0824 0.9916
H 0.1257 -0.0965 -0.9945
```

Summary:
- Net charge: +2
- Spin multiplicity: 2
- Expectation value of S²: 1.702
- HOMO energy (spin up / spin down): -16.1 / -17.6 eV
- E_tot: -39008.347 eV

---

Molecular formula: C12H11BrCl2LuO2
Method: DFT, ωB97M-V/def2-TZVPD

Geometry as XYZ:
```
29
C12H11BrCl2LuO2, DFT ωB97M-V/def2-TZVPD
Lu 0.1833 0.1310 0.4337
Br -1.1793 2.3153 0.5875
Cl 3.5136 -1.5937 4.1349
Cl 4.6347 0.6892 2.7435
O 1.2899 -1.0833 2.2614
O 1.7629 0.9936 1.6114
C -3.2074 1.5778 -1.6067
C 0.7598 -1.2277 -1.6766
C 1.9973 -0.0358 2.3812
C 1.6253 -1.9708 -0.8196
C 1.2622 0.1418 -1.7016
C 2.6673 -1.1163 -0.3814
C 2.4347 0.1752 -0.9055
C -3.4087 0.3210 -2.1261
C 3.1858 -0.0616 3.3468
C -3.4346 1.5267 -0.1684
C -3.8373 -0.5477 -1.0641
C -3.8811 0.1809 0.1125
H -3.4205 0.0542 -3.1805
H -4.2266 -1.5561 -1.2226
H -0.0138 -1.6512 -2.3595
H 0.9050 0.9485 -2.3623
H 1.7050 -3.0719 -0.8040
H 2.9569 0.5756 4.1822
H 3.5986 -1.4495 0.0864
H 3.1501 0.9843 -0.8717
H -4.3106 -0.1307 1.0746
H -3.7281 2.3883 0.4540
H -2.9843 2.4931 -2.1594
```

Summary:
- Net charge: -1
- HOMO energy: -2.1 eV
- E_tot: -145427.110 eV

---

Molecular formula: C11H16BNO2
Method: DFT, ωB97M-V/def2-TZVPD

Geometry as XYZ:
```
31
C11H16BNO2, DFT ωB97M-V/def2-TZVPD
O -0.4771 0.4032 -0.2398
O -0.6139 -1.9214 -0.2085
N -3.8366 2.7761 -1.6536
C 0.8202 -0.0730 0.1907
C 1.4552 0.7516 1.4067
C 1.5312 -2.5881 0.4354
C 0.4950 -1.5651 0.5774
C -2.5107 -0.6684 -1.2749
C 1.7501 0.1273 -0.9820
C 2.0740 1.8717 0.5950
C -3.8514 0.4019 1.1063
C 2.5443 1.4530 -0.8040
C -3.7813 1.8457 -0.9533
C -3.4964 0.7647 -0.1406
B -1.1862 -0.6791 -0.5174
H 2.1786 2.1503 -1.5810
H 2.8506 2.3438 1.1505
H 1.1629 -0.0153 -1.8250
H 0.3262 -1.6759 1.7121
H -2.4353 -0.2883 -2.2912
H 1.2001 2.5343 0.4308
H 2.5149 -0.6175 -1.0095
H 2.4612 -2.1937 0.8063
H 1.2968 -3.6270 0.8360
H -4.2859 1.1315 1.7572
H 0.7190 0.9571 2.1516
H 2.0149 -2.7550 -0.6292
H 3.5981 1.2916 -0.7635
H 2.3236 -0.0029 1.7655
H -3.6482 -0.6486 1.3526
H -3.1943 -1.4842 -1.4007
```

Summary:
- Relative energy (zero: lowest compared OMol25 entry of this formula, charge and spin): 56.97 kcal per mole
- HOMO energy: -10.0 eV
- E_tot: -17926.419 eV

---

Molecular formula: C3H5NO2
Method: DFT, ωB97M-V/def2-TZVPD

Geometry as XYZ:
```
11
C3H5NO2, DFT ωB97M-V/def2-TZVPD
O 1.7843 -0.7303 0.0193
O 1.0162 1.8580 -0.4963
N -0.4040 -1.4256 0.1595
C 0.6213 -0.4345 0.1284
C 0.0739 0.9752 0.0189
C -1.7133 -1.2551 0.3042
H -0.8155 0.8922 -0.6194
H 1.6270 1.3405 -1.0375
H -0.0674 -2.3401 -0.1305
H -1.8629 -0.2117 0.6509
H -0.2596 1.3314 1.0025
```

Summary:
- Relative energy (zero: lowest compared OMol25 entry of this formula, charge and spin): 76.37 kcal per mole
- HOMO energy: -9.2 eV
- E_tot: -8774.383 eV

---

What is the E_tot in the third record?
-39008.347 eV